(1)
Density functional theory data (wB97M-V/def2-TZVPD) for a cluster of 3 separate species, C21H40IO10P in total.

Calculated values
Largest force on an atom, hartree/bohr: 0.03632
SMILES: C[C@@H](I)CO[P@](=O)(O)Oc1ccccc1.COCCOCCOC.COCCOCCOC

Each line ends with the Mulliken charge.
Geometry (Å):
C 3.687 -0.752 -2.548  -1.292
C 4.366 0.608 -2.296  -0.364
I 6.190 0.574 -3.481  0.070
C 3.563 1.799 -2.834  -0.717
O 2.540 2.224 -1.909  -0.281
P 1.455 3.210 -2.572  0.968
O 1.934 4.554 -2.830  -0.767
O 0.272 3.245 -1.486  -0.444
O 0.859 2.487 -3.923  -0.499
C -0.236 1.636 -3.588  0.165
C -1.524 2.032 -3.847  -0.310
C -2.535 1.159 -3.459  -0.553
C -2.250 -0.032 -2.840  -0.312
C -0.944 -0.435 -2.610  -0.676
C 0.065 0.431 -2.996  0.280
H 2.784 -0.897 -1.941  0.259
H 3.429 -0.841 -3.612  0.421
H 4.399 -1.551 -2.315  0.471
H 4.599 0.713 -1.231  0.434
H 4.230 2.656 -3.003  0.559
H 3.168 1.512 -3.821  0.425
H 0.430 2.548 -0.829  0.357
H -1.729 2.993 -4.311  0.467
H -3.555 1.488 -3.648  0.334
H -3.055 -0.691 -2.517  0.446
H -0.703 -1.374 -2.118  0.475
H 1.099 0.149 -2.814  0.062
C -3.128 3.341 -0.654  -0.678
O -4.105 2.392 -0.268  -0.218
C -3.701 1.553 0.800  -0.443
C -4.816 1.356 1.808  -0.392
O -5.136 2.501 2.587  -0.467
C -5.777 3.595 1.943  -0.267
C -7.195 3.329 1.475  -0.535
O -7.216 2.470 0.346  -0.240
C -8.281 1.545 0.353  -0.819
H -2.385 2.874 -1.305  -0.001
H -3.632 4.137 -1.203  0.315
H -2.632 3.789 0.214  0.446
H -2.824 1.964 1.315  0.348
H -3.431 0.578 0.374  0.312
H -4.474 0.609 2.531  0.419
H -5.709 0.939 1.340  0.128
H -5.159 3.992 1.137  0.044
H -5.829 4.378 2.704  0.419
H -7.657 4.280 1.180  0.392
H -7.770 2.897 2.302  0.345
H -8.410 1.088 1.341  0.377
H -8.038 0.753 -0.355  0.229
H -9.214 2.027 0.041  0.311
C 6.269 -2.406 0.923  -0.826
O 5.145 -3.255 1.030  -0.234
C 5.469 -4.620 1.241  -0.585
C 4.566 -5.252 2.282  -0.312
O 4.776 -4.806 3.615  -0.466
C 4.395 -3.477 3.950  -0.284
C 2.903 -3.208 3.934  -0.565
O 2.396 -3.169 2.608  -0.218
C 1.118 -3.751 2.470  -0.831
H 6.687 -2.456 -0.088  0.306
H 5.937 -1.386 1.120  0.212
H 7.040 -2.659 1.658  0.420
H 6.511 -4.735 1.557  0.378
H 5.333 -5.146 0.288  0.358
H 4.791 -6.322 2.302  0.419
H 3.515 -5.168 2.003  0.089
H 4.938 -2.751 3.344  0.072
H 4.739 -3.336 4.978  0.414
H 2.713 -2.229 4.393  0.380
H 2.394 -3.980 4.522  0.350
H 1.048 -4.700 3.012  0.371
H 0.960 -3.956 1.411  0.232
H 0.341 -3.063 2.819  0.315


(2)
Density functional theory data (wB97M-V/def2-TZVPD) for a structure of composition C6H14FN2O4S2Zr.

Calculated values
Largest force on an atom, hartree/bohr: 0.06710
Charge: +3

Each line ends with the natural charge from an NBO analysis.
Geometry (Å):
C 3.126 -0.929 1.786  -0.583
C 2.429 0.243 0.990  -0.489
C 2.454 -0.099 -0.483  -0.042
F 2.032 -1.368 -0.693  -0.319
S 1.579 1.111 -1.561  2.275
O 1.513 2.298 -0.784  -0.909
O 2.420 1.136 -2.697  -0.866
N 0.134 0.546 -2.080  -1.027
S -1.093 0.473 -1.107  2.270
O -2.030 1.475 -1.600  -0.721
O -0.837 0.638 0.322  -0.897
C -1.959 -1.029 -1.321  -0.664
C -2.912 -1.084 -0.131  -0.434
C -3.565 0.295 0.048  -0.291
N -3.092 0.981 1.135  -0.321
H 3.829 -0.421 2.589  0.057
H 3.698 -1.640 1.093  0.205
H 2.432 -1.485 2.391  0.326
H 1.441 0.333 1.413  0.307
H 2.985 1.178 1.148  0.238
H 3.479 -0.028 -0.857  0.181
H -1.273 -1.863 -1.322  0.291
H -2.490 -1.004 -2.260  0.299
H -3.656 -1.835 -0.356  0.293
H -2.444 -1.423 0.779  0.249
H -4.662 0.157 0.201  0.418
H -3.480 0.943 -0.892  0.400
H -3.023 1.999 1.051  0.457
H -2.257 0.602 1.592  0.450
Zr 5.223 -0.201 1.605  1.847


(3)
Density functional theory data (wB97M-V/def2-TZVPD) for a structure of composition C6H8LiNaO6.

Calculated values
Largest force on an atom, hartree/bohr: 0.04240

Each line ends with the natural charge from an NBO analysis.
Geometry (Å):
O -0.435 3.728 -1.996  -0.592
C -1.708 3.342 -1.276  0.683
C 0.147 2.540 -2.483  -0.099
O -2.598 4.261 -1.223  -0.925
O -2.135 2.213 -2.036  -0.530
C -1.054 1.599 -2.710  -0.091
Li -1.227 8.774 1.386  0.975
H 0.851 2.111 -1.749  0.159
H 0.697 2.758 -3.407  0.177
H -0.865 0.597 -2.297  0.177
H -1.309 1.507 -3.775  0.166
O -1.319 1.662 0.463  -0.591
C -1.269 2.840 0.157  0.712
C -1.532 5.995 1.426  -0.085
O -1.438 7.151 0.669  -1.148
O -0.860 3.660 1.135  -0.517
C -0.473 5.018 0.923  -0.094
Na -2.618 6.469 -1.082  0.961
H -2.530 5.513 1.404  0.160
H -1.331 6.204 2.497  0.124
H 0.474 5.154 1.461  0.174
H -0.293 5.202 -0.141  0.204


| no. | energy (eV) |
| --- | --- |
| 1 | -60289.1474 |
| 2 | -43243.4627 |
| 3 | -23258.2213 |